Computed, not measured: C4H12N2 as an isolated structure in a non-equilibrium geometry, with the ωB97M-V functional and the def2-TZVPD basis.

```
18
C4H12N2 the ωB97M-V functional and the def2-TZVPD basis
C -0.40295 1.33012 -0.77593
N 0.06488 2.37140 0.16548
C 0.58527 0.17055 -0.83713
C 0.81541 -0.52580 0.51642
C -0.44785 -1.25871 0.98299
N -0.63578 -2.39523 -0.29288
H -1.34276 0.95945 -0.42273
H -0.57259 1.78495 -1.83352
H -0.50044 3.28134 -0.03786
H 1.09591 2.56142 0.01027
H 0.17712 -0.66124 -1.50245
H 1.54706 0.53005 -1.20039
H 1.60149 -1.26204 0.39247
H 1.20447 0.17465 1.24867
H -1.13318 -0.53418 1.47036
H -0.13503 -1.96529 1.77065
H -0.74129 -3.16005 0.33400
H -1.17975 -1.40139 0.01159
```

Results
Calculated total energy   -7318.4637 eV
Total charge   0
Gap between HOMO and LUMO   10.011 eV
HOMO   -8.99 eV

---

Computed, not measured: a 9-piece molecular cluster, C4H24NO11 overall in a non-equilibrium geometry, with the ωB97M-V functional and the def2-TZVPD basis.

```
40
C4H24NO11 the ωB97M-V functional and the def2-TZVPD basis
O -0.93134 -0.85210 -3.24628
C -0.16483 -0.14304 -2.64905
O 0.12035 1.08987 -3.11115
C 0.61842 -0.63576 -1.45125
C -0.07384 -0.00370 -0.23657
C 0.64191 -0.10791 1.09706
O 0.54836 -1.39264 1.55819
N 0.69964 -2.09332 -1.40215
H 0.67128 1.53680 -2.43821
H 1.65754 -0.29898 -1.53730
H -0.42062 1.03164 -0.40424
H -1.03863 -0.49795 -0.14749
H 0.28074 0.66026 1.82998
H 1.69118 0.26667 1.06334
H 1.49728 -2.37861 -0.85536
H -0.09858 -2.39122 -0.85440
H -2.78885 2.29075 0.45829
H -2.45166 2.62121 1.77116
O -2.37512 3.04972 0.92708
H -0.72775 -2.09593 1.77424
H -1.39633 -2.42944 3.11881
O -1.51828 -2.61352 2.18986
H -3.17987 -0.31803 0.57989
H -4.42301 0.57679 0.14447
O -3.57777 0.56910 0.57951
H 2.66384 -0.59067 2.96896
H 2.07252 -1.89417 2.50974
O 2.74711 -1.53257 3.13174
H 2.71543 2.11402 -1.26987
H 1.44909 2.94646 -0.66132
O 1.85137 2.49648 -1.41355
H -0.52498 3.55388 1.21924
H 0.34587 2.33262 1.23873
O 0.39724 3.28383 1.10215
H -2.31697 -1.99445 -0.87779
H -2.33211 -2.36199 0.68008
O -2.85879 -2.10859 -0.09408
H 3.25874 0.70338 0.48213
H 4.44155 0.08458 1.12364
O 4.22206 0.68620 0.42824
```

Results
Calculated total energy   -28552.7744 eV
Total charge   -1
Gap between HOMO and LUMO   8.143 eV
HOMO   -5.31 eV